*a*
Entry from the OMol25 dataset: C6H9N in the gas phase (ωB97M-V with the def2-TZVPD basis set).

XYZ file:
```
16
C6H9N ωB97M-V with the def2-TZVPD basis set
C -0.9310 -1.5776 0.5731
C 0.1757 -0.6498 0.1728
C 1.4572 -0.9593 -0.1053
C 2.1064 0.2721 -0.5441
N 1.3183 1.2887 -0.6127
C 0.0730 0.8440 0.0155
C -1.2435 1.4979 -0.3759
H -0.5503 -2.5946 0.7115
H -1.7111 -1.6188 -0.1992
H -1.4194 -1.2685 1.5040
H 1.9336 -1.9304 -0.0214
H 3.1694 0.3799 -0.7481
H 0.3680 1.2834 0.9813
H -1.6153 1.2162 -1.3655
H -1.1185 2.5833 -0.3483
H -2.0125 1.2333 0.3621
```

Output
- SMILES: CC1=CC=N[C@H]1C
- Gap between HOMO and LUMO: 9.96 eV
- HOMO level: -9.1 eV
- Charge: 0

Mulliken population analysis, charges in e, atoms 1 to 4: -1.265, 0.394, -0.394, -0.465

***

*b*
Entry from the OMol25 dataset: a molecular structure, C6H9N (ωB97M-V with the def2-TZVPD basis set).

XYZ file:
```
16
C6H9N ωB97M-V with the def2-TZVPD basis set
C -1.7995 -0.8345 0.5631
N -0.7871 -0.4030 -0.3919
C -0.3619 0.9794 -0.3781
C 1.0641 1.1141 0.1885
C 1.3532 -0.3006 0.6574
C 0.6344 -0.7459 -0.6527
C 0.8167 0.6972 -1.2296
H -1.7949 -0.2836 1.5171
H -1.8709 -1.9105 0.7672
H -2.7322 -0.5745 0.0549
H -1.0370 1.8249 -0.4154
H 1.4491 2.0709 0.5266
H 0.7184 -0.5473 1.5338
H 2.4207 -0.5617 0.6923
H 0.8991 -1.6445 -1.2296
H 1.0278 1.1194 -2.2035
```

Output
- Gap between HOMO and LUMO: 9.04 eV
- HOMO level: -7.9 eV
- Charge: 0

Mulliken population analysis, charges in e, atoms 1 to 4: -0.962, -0.125, -0.529, -0.393

***

Which structure is the most stable? The one labeled *a*.

***

*a*
Entry from the OMol25 dataset: C6H9N in the gas phase (ωB97M-V with the def2-TZVPD basis set).

XYZ file:
```
16
C6H9N ωB97M-V with the def2-TZVPD basis set
H -3.5472 -0.1011 0.3854
N -2.7224 0.3672 0.7717
C -1.6896 -0.0525 0.1824
C -1.0544 -0.9168 -0.8297
C -0.2446 0.0355 0.0722
C 0.8815 -0.4510 0.9879
C 1.8635 0.2966 0.0555
C 0.6748 1.1247 -0.4866
H -1.1518 -0.6539 -1.8818
H -0.9727 -1.9849 -0.6339
H 1.0004 -1.5333 1.0987
H 0.8311 0.0113 1.9793
H 2.6799 0.8465 0.5294
H 2.2643 -0.3707 -0.7145
H 0.5601 2.0733 0.0482
H 0.6270 1.3092 -1.5643
```

Output
- SMILES: [H]/N=C1\CC12CCC2
- Gap between HOMO and LUMO: 10.22 eV
- HOMO level: -9.2 eV
- Charge: 0

Mulliken population analysis, charges in e, atoms 1 to 4: 0.262, -0.687, 0.205, -0.919

***

*b*
Entry from the OMol25 dataset: C6H9N in the gas phase (ωB97M-V with the def2-TZVPD basis set).

XYZ file:
```
16
C6H9N ωB97M-V with the def2-TZVPD basis set
C -0.1952 0.0658 -2.9536
C -0.5301 0.8637 -1.7114
C 0.0802 0.8358 -0.5591
C 0.2780 1.1073 0.7042
N -0.2714 0.3154 1.7339
C 0.6975 -0.2689 2.6359
C -0.0340 -1.1132 1.6568
H 0.2969 0.6874 -3.7083
H -1.0557 -0.4096 -3.4438
H 0.5003 -0.7411 -2.6914
H -1.2377 1.6848 -1.5800
H 0.8394 1.9819 1.0213
H 0.4144 -0.2495 3.6829
H 1.7456 -0.0616 2.4206
H 0.5289 -1.4787 0.7958
H -0.8533 -1.7512 1.9744
```

Output
- SMILES: CC=C=CN1CC1
- Gap between HOMO and LUMO: 9.31 eV
- HOMO level: -8.2 eV
- Charge: 0

Mulliken population analysis, charges in e, atoms 1 to 4: -1.002, 0.004, -0.011, -0.422

***

*c*
Entry from the OMol25 dataset: C6H9N in the gas phase (ωB97M-V with the def2-TZVPD basis set).

XYZ file:
```
16
C6H9N ωB97M-V with the def2-TZVPD basis set
C 1.2961 -2.2500 0.1256
C 0.5089 -0.9824 0.2451
N 0.6381 -0.0293 -0.6451
C -0.4017 0.9231 -0.3536
C -0.3883 2.3077 -0.9787
C -1.0226 0.5215 0.9151
C -0.4904 -0.6877 1.2396
H 2.2837 -2.0301 -0.2875
H 1.4341 -2.7570 1.0863
H 0.8197 -2.9707 -0.5525
H -1.1065 0.1601 -0.9182
H 0.0522 2.2700 -1.9820
H -1.4095 2.7014 -1.0704
H 0.1933 3.0235 -0.3862
H -1.6831 1.1486 1.4995
H -0.7570 -1.3295 2.0702
```

Output
- SMILES: CC1=N[C@H](C)C=C1
- Gap between HOMO and LUMO: 10.17 eV
- HOMO level: -9.3 eV
- Charge: 0

Mulliken population analysis, charges in e, atoms 1 to 4: -1.108, 0.526, -0.655, 0.721

***

Which structure is the most stable? The one labeled *c*.

***

*a*
Entry from the OMol25 dataset: 2 unconnected molecules or ions with the total composition C2H2N2O3 (ωB97M-V with the def2-TZVPD basis set).

XYZ file:
```
9
C2H2N2O3 ωB97M-V with the def2-TZVPD basis set
O 0.7432 -1.5356 -0.4744
C -0.3603 -1.2050 -0.6246
N -1.3037 -0.8481 0.5107
O -0.7949 -0.8287 1.5835
O -2.4555 -0.7343 0.1536
H -0.8663 -1.3139 -1.5937
C 1.6928 2.2106 0.2140
N 0.7903 1.5463 0.3936
H 2.5543 2.7087 -0.1627
```

Output
- SMILES: O=C[N+](=O)[O-].C#N
- Gap between HOMO and LUMO: 10.21 eV
- HOMO level: -10.9 eV
- Charge: 0

Mulliken population analysis, charges in e, atoms 1 to 4: -0.297, -0.012, 0.927, -0.465

***

*b*
Entry from the OMol25 dataset: C2H2N2O3 in the gas phase (ωB97M-V with the def2-TZVPD basis set).

XYZ file:
```
9
C2H2N2O3 ωB97M-V with the def2-TZVPD basis set
O -1.8701 -1.6523 -1.0214
C -0.9985 -0.9465 -0.6677
N 0.4278 -1.1042 -1.0068
C 0.9663 -0.3515 -0.1793
N 0.1830 0.4217 0.7116
O 0.3614 1.7286 0.5343
O -1.0846 0.2344 0.1739
H 2.0828 -0.3684 0.0114
H -0.0682 2.0382 1.4441
```

Output
- SMILES: O=c1ncn(O)o1
- Gap between HOMO and LUMO: 10.68 eV
- HOMO level: -10.6 eV
- Charge: 0

Mulliken population analysis, charges in e, atoms 1 to 4: -0.418, 0.534, -0.358, 0.005

***

*c*
Entry from the OMol25 dataset: C2H2N2O3 in the gas phase (ωB97M-V with the def2-TZVPD basis set).

XYZ file:
```
9
C2H2N2O3 ωB97M-V with the def2-TZVPD basis set
N -0.4832 -2.1515 -1.7100
C -0.5387 -1.1912 -1.1078
C -0.2953 0.0533 -0.4511
O 0.3259 -0.1285 0.7850
N 0.7137 0.9870 -1.4227
O 0.1741 1.5595 -2.3060
O 1.8159 1.0972 -0.9772
H -1.1709 0.5708 -0.2997
H 0.7789 -0.9521 0.7997
```

Output
- SMILES: N#C[C@@H](O)[N+](=O)[O-]
- Gap between HOMO and LUMO: 11.37 eV
- HOMO level: -11.3 eV
- Charge: 0

Mulliken population analysis, charges in e, atoms 1 to 4: -0.303, 0.119, 0.115, -0.451

***

*d*
Entry from the OMol25 dataset: C2H2N2O3 in the gas phase (ωB97M-V with the def2-TZVPD basis set).

XYZ file:
```
9
C2H2N2O3 ωB97M-V with the def2-TZVPD basis set
O -2.7243 0.0980 -0.1387
C -1.4816 0.1561 0.1445
O -0.7931 1.3876 -0.1753
N 0.6791 1.2793 0.3177
C 1.2634 0.2401 0.0123
N 0.5326 -0.8307 -0.4459
O -0.6877 -0.7361 0.6033
H 2.4216 0.1807 -0.0813
H 0.7900 -1.7750 -0.2367
```

Output
- SMILES: O=C1ON=CNO1
- Gap between HOMO and LUMO: 9.94 eV
- HOMO level: -10.9 eV
- Charge: 0

Mulliken population analysis, charges in e, atoms 1 to 4: -0.508, 0.710, -0.207, -0.303

***

Which structure is the most stable? The one labeled *b*.

***

*a*
Entry from the OMol25 dataset: C13H13NOS in the gas phase (ωB97M-V with the def2-TZVPD basis set).

XYZ file:
```
29
C13H13NOS ωB97M-V with the def2-TZVPD basis set
C 2.4807 -1.9177 -0.3874
C 2.4527 -0.4748 0.0005
C 3.6361 0.2056 0.2636
C 3.6474 1.5526 0.5730
C 2.4578 2.2596 0.6133
C 1.2681 1.6029 0.3678
C 1.2563 0.2415 0.0828
N 0.0038 -0.3666 -0.1622
C -0.5007 -1.4504 0.4784
O 0.0984 -2.1250 1.2815
C -1.9419 -1.7760 0.0493
C -2.8015 -0.5673 -0.0515
C -3.1282 0.1472 -1.1658
C -3.9191 1.2849 -0.8847
C -4.1743 1.4244 0.4394
S -3.4584 0.1702 1.3752
H 1.8397 -2.0936 -1.2507
H 3.4937 -2.2305 -0.6266
H 2.1038 -2.5320 0.4299
H 4.5690 -0.3369 0.2118
H 4.5832 2.0535 0.7707
H 2.4548 3.3152 0.8394
H 0.3308 2.1413 0.4033
H -0.6693 0.2171 -0.6439
H -1.8910 -2.2753 -0.9221
H -2.3390 -2.4811 0.7811
H -2.8304 -0.1376 -2.1603
H -4.2791 1.9620 -1.6383
H -4.7434 2.1867 0.9327
```

Output
- SMILES: Cc1ccccc1NC(=O)Cc1cccs1
- Gap between HOMO and LUMO: 9.44 eV
- HOMO level: -8.7 eV
- Charge: 0

Mulliken population analysis, charges in e, atoms 1 to 4: -1.486, 0.938, -0.659, -0.610

***

*b*
Entry from the OMol25 dataset: C13H13NOS in the gas phase (ωB97M-V with the def2-TZVPD basis set).

XYZ file:
```
29
C13H13NOS ωB97M-V with the def2-TZVPD basis set
C -5.1001 1.1168 -1.0153
C -3.8101 0.4923 -0.5791
C -3.5849 -0.8683 -0.7645
C -2.4100 -1.4551 -0.3438
C -1.4303 -0.6833 0.2717
S 0.0344 -1.5458 0.7743
C 0.9644 -0.3506 1.7935
C 1.6334 0.7838 1.0245
O 1.4012 1.9370 1.3362
C 2.5556 0.4250 -0.0245
C 3.3612 1.2815 -0.7688
C 4.1126 0.4959 -1.6422
C 3.7503 -0.8157 -1.4209
N 2.8259 -0.8509 -0.4442
C -1.6319 0.6738 0.4579
C -2.8197 1.2456 0.0343
H -5.8794 0.9158 -0.2793
H -5.4261 0.7038 -1.9676
H -4.9963 2.1944 -1.1141
H -4.3408 -1.4753 -1.2416
H -2.2396 -2.5120 -0.4857
H 1.7265 -0.9552 2.2895
H 0.2906 0.0627 2.5448
H 3.3856 2.3473 -0.6637
H 4.8357 0.8412 -2.3536
H 4.0977 -1.7121 -1.8968
H 2.3379 -1.6735 -0.1245
H -0.8860 1.2997 0.9186
H -2.9684 2.3050 0.1853
```

Output
- SMILES: Cc1ccc(SCC(=O)c2ccc[nH]2)cc1
- Gap between HOMO and LUMO: 8.59 eV
- HOMO level: -8.2 eV
- Charge: 0

Mulliken population analysis, charges in e, atoms 1 to 4: -1.399, 0.691, -0.614, -0.748

***

Which structure is the most stable? The one labeled *a*.

***

*a*
Entry from the OMol25 dataset: C4H10O in the gas phase (ωB97M-V with the def2-TZVPD basis set).

XYZ file:
```
15
C4H10O ωB97M-V with the def2-TZVPD basis set
C -0.6791 -0.7756 -1.7751
C -0.6117 -0.4095 -0.2929
C 0.4075 0.6096 0.1807
C -0.0526 1.5618 1.2694
O 1.4128 -0.3248 0.9032
H 0.3305 -0.8138 -2.2019
H -1.2761 -0.1059 -2.4099
H -1.1073 -1.7789 -1.8770
H -1.6035 -0.3198 0.1753
H 0.0357 -1.1244 0.2861
H 0.9487 1.1145 -0.6253
H -0.6582 2.4028 0.9052
H -0.6505 1.0175 2.0096
H 0.8359 1.9561 1.7633
H 2.0708 -0.7118 0.2983
```

Output
- SMILES: CC[C@@H](C)O
- Gap between HOMO and LUMO: 11.03 eV
- HOMO level: -10.0 eV
- Charge: 0

Mulliken population analysis, charges in e, atoms 1 to 4: -1.167, -0.357, 0.369, -1.443

***

*b*
Entry from the OMol25 dataset: C4H10O in the gas phase (ωB97M-V with the def2-TZVPD basis set).

XYZ file:
```
15
C4H10O ωB97M-V with the def2-TZVPD basis set
C 2.0289 0.0651 -0.1791
C 0.6594 -0.5561 0.0969
C -0.5487 0.3734 -0.0263
C -1.8454 -0.4240 -0.1919
O -0.5477 1.1740 1.1516
H 2.2429 0.9034 0.4913
H 2.1076 0.4237 -1.2128
H 2.8155 -0.6853 -0.0351
H 0.5105 -1.4106 -0.5731
H 0.6375 -0.9467 1.1229
H -0.4527 1.0149 -0.9169
H -1.8349 -0.9679 -1.1454
H -1.9626 -1.1526 0.6172
H -2.7280 0.2270 -0.1982
H -1.0822 1.9617 0.9988
```

Output
- SMILES: CC[C@@H](C)O
- Gap between HOMO and LUMO: 11.26 eV
- HOMO level: -10.3 eV
- Charge: 0

Mulliken population analysis, charges in e, atoms 1 to 4: -1.221, -0.523, 0.397, -1.275

***

*c*
Entry from the OMol25 dataset: C4H10O in the gas phase (ωB97M-V with the def2-TZVPD basis set).

XYZ file:
```
15
C4H10O ωB97M-V with the def2-TZVPD basis set
C -1.6009 0.1616 -1.3059
O -0.2078 0.1034 -1.0824
C 0.2133 0.2454 0.2384
C 1.6362 0.7429 0.2385
C 0.0902 -1.0728 0.9982
H -2.1079 -0.6983 -0.8481
H -1.7359 0.1159 -2.3597
H -2.0299 1.1009 -0.8734
H -0.3666 1.0029 0.7332
H 2.0925 0.6487 1.2509
H 1.7130 1.8016 -0.1505
H 2.2345 0.1054 -0.4192
H -0.9333 -1.5096 0.8886
H 0.7634 -1.8685 0.5977
H 0.2393 -0.8794 2.0935
```

Output
- SMILES: COC(C)C
- Gap between HOMO and LUMO: 10.86 eV
- HOMO level: -9.7 eV
- Charge: 0

Mulliken population analysis, charges in e, atoms 1 to 4: -0.692, -0.373, 0.578, -1.347

***

Which structure is the most stable? The one labeled *b*.